A 2-piece molecular cluster, C4H13N2O overall, computed with ωB97M-V/def2-TZVPD.

The value obtained for the gap between HOMO and LUMO is 11.01 eV. The energy above the lowest of the compared OMol25 structures with the same formula, charge and spin comes out at 52.38 kcal/mol. As for the multiplicity: 1. Its charge is +1. As for the max |F|: 0.9 eV Å⁻¹.

Each line ends with the Löwdin charge.
Cartesian coordinates (Å):
C -0.79781 1.97363 -0.60248  -0.19
C -1.16184 2.93773 0.21991  0.06
N 0.60697 1.65943 -0.83989  0.10
H -1.48326 1.43069 -1.23752  0.12
H -2.18947 3.07238 0.52439  0.08
H -0.43371 3.54105 0.75227  0.08
H 1.17727 2.49726 -0.73547  0.15
H 1.03948 0.78912 -0.14631  0.08
H 0.78168 1.38422 -1.80563  0.15
C -0.49914 -1.65937 0.48581  -0.27
O -0.93433 -2.84369 -0.15482  -0.04
C 0.98519 -1.56308 0.18753  -0.19
N 1.51658 -0.26101 0.64316  0.03
H -1.04266 -0.79631 0.09385  0.10
H -0.68271 -1.69074 1.56805  0.13
H -1.89493 -2.90096 -0.06327  0.10
H 1.51220 -2.41269 0.61677  0.13
H 1.09757 -1.62216 -0.89677  0.13
H 2.53038 -0.29450 0.72665  0.13
H 1.23910 -0.08396 1.60748  0.13